ORCA calculation (ωB97M-V with the def2-TZVPD basis set) on a cluster of 10 separate species, C10H24Cl12N4O8 in total at a distorted geometry.

ORCA input file:
```
! RIJCOSX wB97M-V def2-TZVPD def2/J DEFGRID3
* xyz 0 1
C 1.097 -4.460 -0.971
N 1.130 -5.443 0.224
O 0.174 -6.143 0.494
O 2.252 -5.391 0.788
H 0.182 -4.395 -1.560
H 1.914 -4.718 -1.644
H 1.130 -3.492 -0.469
C -0.782 -0.683 0.300
N -0.397 0.728 0.111
O 0.147 1.048 -0.909
O -0.727 1.478 0.972
H -1.485 -0.907 -0.503
H -1.143 -0.763 1.325
H -0.007 -1.379 -0.019
C 3.017 0.051 -2.351
N 4.030 -1.066 -2.289
O 3.593 -2.160 -1.951
O 5.130 -0.880 -2.564
H 2.226 -0.010 -1.603
H 2.721 0.038 -3.400
H 3.642 0.932 -2.207
C 1.236 3.763 2.291
N 1.612 3.463 3.711
O 1.223 4.155 4.616
O 2.303 2.461 3.940
H 2.004 3.502 1.563
H 1.084 4.839 2.206
H 0.309 3.195 2.216
Cl -3.774 3.677 -1.675
C -2.467 2.566 -2.176
Cl -2.768 2.088 -3.871
H -1.596 3.218 -2.235
H -2.434 1.656 -1.578
Cl 0.109 0.125 -5.178
C -1.075 -1.124 -4.750
Cl -0.642 -1.740 -3.104
H -2.052 -0.642 -4.704
H -1.018 -1.894 -5.520
Cl -1.927 -0.750 3.972
C -2.973 -0.309 5.309
Cl -4.556 -1.113 5.236
H -2.457 -0.651 6.205
H -3.068 0.767 5.457
Cl -4.323 -0.199 0.012
C -5.500 -1.431 0.718
Cl -6.586 -1.929 -0.581
H -4.999 -2.307 1.131
H -6.053 -0.937 1.517
Cl 1.948 -0.767 4.162
C 3.028 -1.017 2.750
Cl 2.231 -1.778 1.452
H 3.504 -0.096 2.411
H 3.819 -1.703 3.052
Cl 3.020 3.620 -1.126
C 1.534 3.785 -2.047
Cl 1.231 2.653 -3.403
H 0.732 3.666 -1.319
H 1.501 4.801 -2.439
*
```

As for the calculated total energy: -6738.22590 a.u. For the strongest force on any atom, the calculation gives 5.68 eV/A. The HOMO-LUMO gap comes out at 0.3916 Ha. Its LUMO energy is -0.008 Eh. Its energy relative to the best compared isomer or geometry (same formula, charge and spin) is 1.682 eV. Its SMILES is C[N+](=O)[O-].C[N+](=O)[O-].C[N+](=O)[O-].C[N+](=O)[O-].ClCCl.ClCCl.ClCCl.ClCCl.ClCCl.ClCCl.